[1]
The following is a quantum chemistry calculation of a molecular structure, C35H32N6O2Pd, from OMol25.

Geometry (Å):
Pd 1.482132 0.147289 0.633469
O -1.619574 3.250029 1.632739
C -1.140749 3.513888 2.858161
C -1.873330 4.418083 3.632227
C -1.443830 4.746518 4.894866
C -0.275580 4.183346 5.428323
C 0.447531 3.287377 4.681844
C 0.037064 2.930266 3.383554
C 0.815503 1.964811 2.630098
O 0.426238 1.677613 1.401366
N 1.863951 1.392290 3.203107
N 2.393895 0.468746 2.384692
C 3.321202 -0.361808 2.693832
C 3.713239 -1.310965 1.650838
C 4.762678 -2.194202 1.795250
C 5.116470 -3.002326 0.717795
C 4.418256 -2.893247 -0.468949
C 3.361035 -1.996753 -0.547441
N 3.006190 -1.244206 0.487551
H -0.985310 2.672993 1.173483
H -2.767296 4.848839 3.203300
H -2.014376 5.452123 5.484249
H 0.052282 4.453377 6.421933
H 1.348431 2.843172 5.079343
H 3.775197 -0.346098 3.678396
H 5.307092 -2.233168 2.728519
H 5.942423 -3.695034 0.807467
H 4.676300 -3.487901 -1.333421
H 2.784455 -1.873248 -1.453775
C -2.250198 -2.157975 -3.539396
C -3.225215 -1.065210 -3.196100
C -4.153605 -0.615054 -4.131765
C -5.048805 0.400203 -3.830285
C -5.039600 0.998613 -2.577786
C -4.120374 0.577308 -1.630463
C -3.233297 -0.444211 -1.946987
N -2.266535 -0.841984 -0.953510
C -1.005299 -0.399953 -0.973992
N -0.670233 0.507836 -1.899098
C 0.633817 0.953380 -2.157966
C 1.675700 0.824165 -1.265585
C 2.952557 1.281406 -1.520041
C 3.187697 1.917820 -2.728706
C 2.155572 2.067598 -3.643686
C 0.879074 1.596764 -3.385093
C -0.237145 1.766163 -4.380133
N -0.090230 -0.879118 -0.138558
C -0.428119 -1.685000 0.981231
C -1.054120 -1.082119 2.087506
C -1.320430 -1.815001 3.226161
C -0.952928 -3.156005 3.268504
C -0.349735 -3.754377 2.173353
C -0.076607 -3.044460 1.008467
C 0.512555 -3.749967 -0.179021
H -2.646944 -2.786746 -4.333449
H -2.029768 -2.794477 -2.682524
H -1.303195 -1.741379 -3.897455
H -4.181991 -1.080968 -5.109013
H -5.763283 0.721480 -4.576175
H -5.741262 1.785940 -2.339952
H -4.088070 1.029647 -0.646965
H -2.532844 -1.461729 -0.202624
H -1.406317 0.800162 -2.528013
H 3.748169 1.178998 -0.792543
H 4.175203 2.302021 -2.944856
H 2.346204 2.564960 -4.585712
H 0.131360 2.245446 -5.283488
H -1.038590 2.397190 -3.984086
H -0.671520 0.805685 -4.669154
H -1.322181 -0.034288 2.026807
H -1.805464 -1.351817 4.074388
H -1.150090 -3.741056 4.156947
H -0.096497 -4.806901 2.214840
H 1.425738 -4.278913 0.097775
H 0.731171 -3.064626 -0.992283
H -0.185845 -4.501253 -0.552332

Force components x, y, z for each atom (eV/Å):
Pd -0.621 -0.499 0.512
O -0.025 -0.116 -0.254
C 0.093 0.089 0.228
C 0.100 -0.149 -0.153
C 0.134 -0.047 0.120
C 0.007 -0.032 -0.037
C -0.037 0.128 0.193
C -0.190 0.021 -0.288
C 0.070 0.196 0.539
O 0.077 -0.386 -0.507
N -0.026 -0.070 -0.256
N 0.051 0.422 -0.221
C 0.110 -0.178 0.048
C 0.079 0.129 0.061
C 0.019 -0.009 -0.047
C 0.013 0.017 0.053
C -0.039 0.008 -0.063
C -0.018 -0.091 -0.019
N -0.165 0.116 -0.083
H -0.108 0.095 0.042
H 0.000 -0.001 0.001
H -0.001 0.002 -0.003
H 0.002 -0.004 -0.008
H 0.001 0.001 0.006
H -0.017 -0.035 0.019
H 0.000 -0.006 0.000
H -0.006 -0.002 0.004
H 0.000 0.004 0.003
H -0.009 -0.005 0.002
C 0.019 0.023 -0.001
C -0.019 0.001 -0.025
C -0.020 -0.009 -0.001
C 0.001 -0.009 -0.005
C 0.028 -0.006 0.032
C -0.045 -0.004 -0.042
C 0.011 0.034 0.034
N 0.128 0.108 -0.028
C -0.119 -0.087 0.123
N 0.099 0.010 0.033
C -0.133 -0.014 0.049
C 0.151 0.215 0.008
C 0.011 -0.083 0.171
C 0.011 -0.001 -0.055
C 0.024 -0.002 0.025
C -0.034 -0.027 -0.010
C 0.002 0.008 0.011
N 0.367 0.192 -0.227
C -0.003 0.018 0.141
C 0.014 0.054 -0.045
C 0.010 -0.008 -0.019
C -0.008 0.012 0.005
C -0.011 -0.029 -0.003
C 0.032 0.005 -0.079
C -0.007 -0.030 0.044
H 0.006 0.005 -0.012
H -0.018 -0.005 -0.003
H 0.005 -0.028 0.014
H 0.003 -0.001 0.005
H 0.001 -0.001 0.001
H 0.002 -0.004 0.002
H 0.004 0.003 0.004
H 0.001 -0.019 0.008
H -0.016 -0.002 0.005
H 0.004 0.016 -0.004
H -0.008 -0.004 0.004
H -0.002 0.001 0.007
H -0.003 -0.002 0.000
H 0.008 -0.004 -0.002
H 0.001 -0.002 0.002
H -0.019 0.020 0.023
H 0.003 0.017 -0.015
H 0.002 -0.003 -0.004
H 0.003 0.005 -0.007
H 0.010 0.001 -0.004
H 0.005 0.030 -0.059
H 0.005 0.005 0.004

The value obtained for the LUMO energy is -7.921 eV. As for the gap between HOMO and LUMO: 5.1 eV. As for the energy relative to the best compared isomer or geometry (same formula, charge and spin): 34.08 kJ/mol. The charge is +2.

Atomic partial charges in e from the Mulliken method, atoms 1 to 4: -1.24, -0.70, 0.41, -0.67


[2]
The following is a quantum chemistry calculation of 2 unconnected molecules or ions with the total composition C5H10O, from OMol25.

Geometry (Å):
C -1.089440 -1.390431 0.707038
C -0.069996 -0.384077 0.306640
O -1.831016 1.241301 -0.429863
C 0.816494 -0.343500 -0.915792
C 1.610907 0.776152 -0.176557
C 0.584787 0.612268 0.926938
H -0.531327 -2.219008 1.157287
H -1.655242 -1.788218 -0.141605
H -1.792310 -0.999519 1.447368
H -1.585354 1.220396 -1.361111
H 1.359481 -1.283242 -1.054462
H 0.365175 -0.058928 -1.875969
H 1.704409 1.737364 -0.700263
H 2.604706 0.446782 0.136478
H -0.991156 1.411293 0.043870
H 0.499884 1.021368 1.930004

Force components x, y, z for each atom (eV/Å):
C 0.053 -0.030 0.070
C 0.502 -0.276 0.385
O -0.351 0.713 -0.262
C 0.086 -0.184 -0.107
C 0.252 0.064 -0.026
C 0.198 -0.438 0.234
H -0.215 -0.087 0.011
H 0.120 0.192 0.103
H 0.135 -0.025 -0.103
H -0.090 0.109 0.073
H 0.101 0.130 -0.115
H -0.003 -0.060 0.252
H -0.126 -0.172 0.174
H 0.042 0.098 -0.150
H -0.715 -0.087 -0.395
H 0.012 0.055 -0.145

The value obtained for the LUMO energy is 0.954 eV. As for the gap between HOMO and LUMO: 10.0 eV. As for the energy relative to the best compared isomer or geometry (same formula, charge and spin): 189.03 kJ/mol.

Atomic partial charges in e from the Mulliken method, atoms 1 to 4: -1.27, 0.43, -0.68, -0.54


[3]
The following is a quantum chemistry calculation of a molecular structure, C27H38F6IrN6O6S2 at a distorted geometry, from OMol25.

Geometry (Å):
Ir -0.306935 -1.007560 -0.287803
O -1.121331 -2.718627 -0.986077
C -0.845244 -4.108347 -0.662795
C -0.663106 -4.411726 0.817158
C 0.291183 -3.440803 1.549948
C 1.501772 -3.076010 0.732279
C 2.649112 -3.854953 0.787897
C 3.745469 -3.551393 0.006869
C 3.679151 -2.456786 -0.837301
C 2.518590 -1.717897 -0.865222
N 1.451644 -2.022710 -0.106663
H -2.064631 -2.526508 -1.113471
H 0.064196 -4.345038 -1.214985
H -1.655698 -4.684651 -1.103466
H -0.294961 -5.437610 0.876920
H -1.625077 -4.390324 1.331348
H 0.630939 -3.882626 2.484215
H -0.263703 -2.549294 1.832255
H 2.664873 -4.696862 1.466820
H 4.640493 -4.155481 0.061159
H 4.509327 -2.165973 -1.464029
H 2.421162 -0.855633 -1.503587
F -2.242152 2.912315 2.829893
C -2.726715 2.092748 1.911227
F -4.052909 2.149943 1.923306
F -2.357477 0.843776 2.184864
S -2.097772 2.599197 0.238893
O -0.850468 1.904892 -0.007593
O -2.146881 4.017580 0.260728
N -3.216167 2.006660 -0.727919
S -3.046721 0.617694 -1.367435
O -2.382974 -0.437530 -0.535403
O -2.605966 0.602774 -2.731931
C -4.781291 -0.003773 -1.362745
F -4.771447 -1.251545 -1.838275
F -5.264559 -0.011585 -0.132483
F -5.520967 0.760226 -2.141907
C -1.767507 1.898070 -5.815023
C -0.472943 2.488912 -5.266489
C -0.704581 3.299307 -3.993117
C 0.599092 1.420538 -5.066410
N 0.243771 0.409528 -4.051476
C 0.382636 0.447347 -2.740160
N -0.087138 -0.694867 -2.271929
N -0.535592 -1.413271 -3.316358
N -0.328126 -0.754879 -4.386845
H -2.471822 2.696853 -6.045193
H -2.244401 1.242916 -5.087558
H -1.592492 1.328758 -6.728964
H -0.042985 3.152860 -6.022405
H -1.166548 2.694495 -3.211179
H -1.388134 4.123980 -4.192163
H 0.223960 3.728783 -3.609402
H 1.538187 1.864387 -4.734941
H 0.779156 0.855696 -5.979587
H 0.770173 1.269282 -2.160462
C 0.176572 -1.828381 4.850154
C -0.599277 -0.686191 4.186301
C -1.646801 -0.138873 5.155317
C 0.367795 0.373412 3.692938
C 0.986282 1.209045 4.611615
C 1.938095 2.136927 4.218103
C 2.282444 2.208969 2.884650
C 1.699814 1.389157 1.916852
C 2.210991 1.518092 0.495533
C 3.659961 1.025549 0.410865
C 2.112436 2.936436 -0.065711
C 0.727653 0.489617 2.345078
O 0.054487 -0.335196 1.460968
H -0.489104 -2.646072 5.132962
H 0.671742 -1.473114 5.755050
H 0.954652 -2.221149 4.190836
H -1.126214 -1.085980 3.316307
H -1.188006 0.191091 6.087767
H -2.368655 -0.916619 5.408599
H -2.188829 0.704855 4.734304
H 0.716677 1.129501 5.656234
H 2.411060 2.784880 4.942237
H 3.036861 2.921307 2.573255
H 1.590862 0.873518 -0.139443
H 4.316950 1.715106 0.943357
H 4.011190 0.980597 -0.624056
H 3.782414 0.043304 0.868093
H 2.703226 3.632802 0.529809
H 1.082918 3.288689 -0.080986
H 2.514341 2.973428 -1.082040

Force components x, y, z for each atom (eV/Å):
Ir 0.970 -0.788 0.819
O -1.045 -0.396 -0.567
C 0.402 -0.149 -0.034
C -0.110 0.342 0.001
C -0.124 -0.071 -0.168
C 0.001 -0.088 0.100
C -0.065 -0.022 0.170
C 0.057 -0.043 0.007
C -0.030 0.102 -0.075
C -0.042 -0.116 0.063
N -0.082 0.296 -0.149
H -0.018 -0.208 -0.013
H -0.001 0.033 -0.022
H -0.018 -0.013 0.055
H 0.028 -0.012 -0.046
H -0.004 -0.030 0.003
H -0.019 -0.141 -0.004
H 0.133 0.000 0.021
H 0.018 0.002 -0.003
H 0.012 -0.010 -0.011
H 0.009 -0.001 0.007
H 0.004 0.055 -0.008
F 0.089 -0.081 0.024
C 0.000 -0.023 -0.038
F -0.005 0.101 0.025
F -0.038 -0.026 -0.011
S 0.250 -0.059 -0.157
O -0.174 0.400 0.231
O 0.037 0.026 -0.121
N -0.113 -0.166 0.079
S 0.045 -0.244 -0.347
O 0.121 0.260 0.409
O -0.079 0.081 0.015
C 0.043 -0.026 0.015
F 0.011 -0.003 -0.012
F 0.000 0.006 0.012
F -0.022 -0.002 0.002
C 0.005 0.031 -0.019
C -0.041 -0.018 0.091
C -0.014 0.031 -0.052
C 0.056 -0.118 0.057
N 0.011 0.119 -0.209
C -0.054 0.093 0.060
N -0.077 0.537 0.164
N 0.097 -0.159 -0.015
N -0.044 -0.105 -0.047
H 0.000 0.005 -0.004
H -0.008 -0.028 0.040
H 0.006 0.005 -0.010
H 0.009 0.001 -0.013
H -0.018 -0.032 0.018
H 0.004 0.001 -0.001
H 0.014 -0.002 0.010
H -0.003 0.001 -0.018
H -0.008 0.011 0.009
H -0.004 0.033 0.037
C 0.057 -0.022 -0.061
C -0.046 -0.029 -0.119
C 0.010 -0.004 0.020
C 0.029 0.069 0.298
C 0.026 0.038 -0.025
C -0.082 -0.104 -0.008
C 0.020 0.037 -0.071
C 0.290 0.380 -0.029
C -0.069 -0.204 -0.130
C 0.025 0.030 0.051
C -0.064 0.046 0.069
C -0.577 -0.906 -0.271
O 0.194 1.247 -0.210
H -0.024 -0.006 -0.003
H 0.011 0.005 0.016
H -0.008 0.009 0.004
H -0.009 0.023 0.021
H 0.001 -0.002 0.023
H -0.001 -0.013 -0.003
H -0.007 0.030 -0.030
H 0.013 0.009 0.034
H -0.002 0.013 0.019
H -0.007 0.005 0.004
H 0.002 -0.009 0.058
H 0.015 -0.019 0.011
H -0.021 0.016 -0.013
H -0.002 -0.031 0.012
H 0.008 0.014 -0.011
H 0.035 0.007 0.020
H 0.013 -0.018 -0.042

The value obtained for the LUMO energy is -3.889 eV. As for the gap between HOMO and LUMO: 6.6 eV. As for the energy relative to the best compared isomer or geometry (same formula, charge and spin): 36.94 kJ/mol. The charge is +1.

Atomic partial charges in e from the Mulliken method, atoms 1 to 4: 2.13, -0.34, -0.66, -1.01


> Which of these has the highest gap between HOMO and LUMO?

C5H10O